2 unconnected molecules or ions with the total composition C2H9BN at a distorted geometry, computed with the ωB97M-V functional and the def2-TZVPD basis.

Properties
- Charge: +1
- Spin multiplicity: 1
- Relative energy (zero: lowest compared OMol25 entry of this formula, charge and spin): 171.9 kJ/mol
- E: -4376.9134 eV
- Highest occupied orbital energy: -13.6 eV

Last column: Löwdin charge in e.
Geometry (Å):
B (-1.2191, 0.6026, 0.3496)  0.0583
C (2.6990, -0.2540, -0.2394)  0.0386
C (1.6655, 0.3083, 0.4759)  -0.0043
N (-2.0301, -0.4760, -0.4183)  0.1756
H (-1.1807, 0.4855, 1.4699)  0.0412
H (-1.0588, 1.6247, -0.3070)  0.0874
H (2.5758, -0.9249, -1.0286)  0.0366
H (3.6824, 0.0353, -0.1482)  0.0406
H (1.9594, 0.6168, 1.3924)  0.0336
H (0.6332, 0.2744, 0.1899)  -0.0356
H (-2.9540, -0.1605, -0.5898)  0.1294
H (-2.2921, -1.3846, 0.0316)  0.1754
H (-1.6247, -0.7435, -1.4113)  0.2232

2 unconnected molecules or ions with the total composition C2H9N2 at a distorted geometry, computed with the ωB97M-V functional and the def2-TZVPD basis.

Properties
- Charge: +1
- Spin multiplicity: 1
- Relative energy (zero: lowest compared OMol25 entry of this formula, charge and spin): 36.0 kJ/mol
- E: -5193.5808 eV
- Highest occupied orbital energy: -15.2 eV

Last column: Löwdin charge in e.
Geometry (Å):
C (-0.2117, 4.2719, 0.6841)  -0.0520
H (-0.4557, 3.4708, -0.0136)  0.0049
H (0.5211, 4.9197, 0.2070)  0.0169
H (-1.1184, 4.8746, 0.7524)  0.0184
H (0.1334, 3.9291, 1.6510)  0.0118
N (-0.1305, -1.7432, 0.2212)  0.1950
C (0.4378, -2.8711, -0.1734)  -0.1539
N (0.0876, -3.5441, -1.2402)  0.2073
H (-0.9200, -1.2924, -0.2195)  0.1469
H (0.1275, -1.5269, 1.1788)  0.1435
H (1.3431, -3.0963, 0.3781)  0.1691
H (0.7312, -4.2678, -1.5288)  0.1471
H (-0.5455, -3.1243, -1.8971)  0.1450

2 unconnected molecules or ions with the total composition C2H9N2O at a distorted geometry, computed with the ωB97M-V functional and the def2-TZVPD basis.

Properties
- Charge: -1
- Spin multiplicity: 1
- Relative energy (zero: lowest compared OMol25 entry of this formula, charge and spin): 49.3 kJ/mol
- E: -7247.0942 eV
- Highest occupied orbital energy: -2.9 eV

Last column: Löwdin charge in e.
Geometry (Å):
C (-0.5394, -2.1269, 1.1208)  -0.2353
N (-0.3846, -2.1174, -0.3469)  -0.0838
H (-1.2760, -2.8786, 1.4089)  0.0410
H (-0.8518, -1.1679, 1.5834)  0.0527
H (0.3854, -2.3847, 1.6597)  0.0450
H (-1.1986, -2.3510, -0.7555)  -0.0352
H (-0.0737, -1.1505, -0.7113)  0.0372
N (0.7127, 2.8571, -0.1824)  -0.0658
C (0.5776, 1.6059, -1.0242)  -0.5690
O (0.1392, 0.5569, -0.2756)  -0.3539
H (1.2648, 2.5550, 0.6037)  0.0111
H (-0.1980, 3.1644, 0.1861)  0.0257
H (-0.1277, 1.9556, -1.8470)  0.0760
H (1.5701, 1.4823, -1.4197)  0.0544

- What is the highest occupied orbital energy in the second record?
  -15.2 eV

- Look up the highest occupied orbital energy of the second one.
  -15.2 eV

- The lowest charge belongs to which entry?
  C2H9N2O